Record 1
The following is a DFT calculation (the ωB97M-V functional and the def2-TZVPD basis) of 12 unconnected molecules or ions with the total composition C86H188F8N12O16S8 in a non-equilibrium geometry.

Values from the calculation:
Largest force on an atom, hartree/bohr: 0.260
LUMO level, eV: -7.649
E_tot, hartree: -9233.2499
Total charge: +4

Each line ends with the Löwdin charge.
Positions of all 318 atoms, in Å:
1 C 22.633 15.457 15.533  -0.101
2 C 21.694 16.508 14.954  -0.237
3 C 21.880 17.935 15.568  -0.183
4 C 21.558 19.134 14.651  -0.097
5 N 21.477 20.542 15.388  -0.197
6 C 21.600 21.722 14.354  -0.046
7 C 22.849 22.502 14.732  -0.155
8 C 22.819 22.369 16.187  -0.186
9 C 22.591 20.850 16.423  -0.062
10 C 20.086 20.434 16.044  0.030
11 H 23.704 15.569 15.369  0.081
12 H 22.366 14.491 15.104  0.085
13 H 22.497 15.476 16.614  0.048
14 H 20.702 16.080 15.097  0.107
15 H 21.824 16.597 13.876  0.111
16 H 22.948 18.057 15.751  0.108
17 H 21.231 17.889 16.442  0.095
18 H 20.629 18.971 14.104  0.131
19 H 22.384 19.163 13.942  0.136
20 H 20.733 22.353 14.552  0.137
21 H 21.504 21.222 13.390  0.135
22 H 22.721 23.470 14.249  0.144
23 H 23.817 22.114 14.414  0.133
24 H 22.050 22.967 16.675  0.118
25 H 23.751 22.695 16.649  0.129
26 H 22.533 20.450 17.435  0.112
27 H 23.506 20.403 16.035  0.126
28 H 20.069 19.627 16.777  0.074
29 H 19.342 20.264 15.266  0.111
30 H 19.879 21.424 16.449  0.089
31 C 19.368 21.416 31.926  -0.102
32 C 18.337 20.690 31.049  -0.224
33 C 18.690 19.216 30.633  -0.152
34 C 17.438 18.319 31.012  -0.045
35 N 17.606 16.758 30.848  -0.176
36 C 18.422 16.267 29.619  -0.082
37 C 17.497 16.411 28.486  -0.216
38 C 16.191 16.038 28.956  -0.176
39 C 16.203 16.213 30.485  -0.068
40 C 18.043 16.115 32.216  -0.070
41 C 19.459 16.647 32.703  -0.185
42 C 20.130 15.773 33.840  -0.066
43 H 19.146 22.457 32.160  0.079
44 H 20.437 21.472 31.720  0.077
45 H 19.320 20.969 32.919  0.071
46 H 18.347 21.272 30.127  0.055
47 H 17.361 20.833 31.512  0.118
48 H 19.612 18.907 31.124  0.093
49 H 18.976 19.184 29.582  0.087
50 H 16.649 18.516 30.287  0.127
51 H 17.115 18.489 32.039  0.140
52 H 18.639 15.202 29.708  0.145
53 H 19.327 16.875 29.604  0.125
54 H 17.784 15.707 27.705  0.121
55 H 17.499 17.439 28.124  0.125
56 H 16.237 14.971 28.735  0.110
57 H 15.343 16.457 28.414  0.097
58 H 16.270 15.165 30.776  0.125
59 H 15.361 16.686 30.993  0.143
60 H 18.184 15.080 31.904  0.117
61 H 17.201 16.165 32.907  0.139
62 H 19.341 17.699 32.962  0.093
63 H 20.100 16.649 31.821  0.092
64 H 21.110 16.182 34.085  0.077
65 H 20.242 14.724 33.567  0.074
66 H 19.632 15.762 34.810  0.078
67 C 18.233 17.433 18.612  -0.062
68 C 16.705 17.537 18.320  -0.208
69 C 15.873 17.377 19.591  -0.167
70 C 15.808 18.652 20.490  -0.043
71 N 14.973 18.442 21.775  -0.140
72 C 13.400 18.275 21.526  -0.009
73 C 12.903 19.755 21.407  -0.120
74 C 14.005 20.624 21.976  -0.159
75 C 14.951 19.705 22.717  -0.077
76 C 15.479 17.267 22.631  -0.120
77 C 16.965 17.185 22.991  -0.195
78 C 17.238 16.315 24.220  -0.080
79 H 18.441 17.607 19.667  0.053
80 H 18.783 18.229 18.109  0.041
81 H 18.676 16.468 18.366  0.060
82 H 16.310 16.762 17.664  0.104
83 H 16.501 18.513 17.879  0.082
84 H 16.243 16.537 20.178  0.071
85 H 14.886 17.037 19.279  0.110
86 H 15.404 19.468 19.890  0.134
87 H 16.770 18.848 20.964  0.111
88 H 12.917 17.834 22.398  0.111
89 H 13.249 17.657 20.641  0.109
90 H 11.955 19.917 21.919  0.128
91 H 12.797 19.849 20.326  0.075
92 H 13.589 21.330 22.694  0.110
93 H 14.414 21.236 21.172  0.110
94 H 14.563 19.445 23.702  0.084
95 H 15.951 20.112 22.869  0.115
96 H 15.205 16.398 22.034  0.096
97 H 14.834 17.262 23.510  0.095
98 H 17.408 18.165 23.164  0.087
99 H 17.436 16.803 22.085  0.097
100 H 18.266 16.161 24.550  0.062
101 H 16.862 15.303 24.066  0.055
102 H 16.722 16.695 25.102  0.058
103 C 24.010 18.008 19.224  -0.096
104 C 24.069 17.699 20.747  -0.217
105 C 23.750 18.890 21.700  -0.162
106 C 22.254 19.041 21.875  -0.113
107 N 21.770 20.415 22.496  -0.149
108 C 22.182 20.352 24.008  -0.091
109 C 21.016 20.803 24.835  -0.132
110 C 19.813 20.436 23.925  -0.115
111 C 20.216 20.503 22.418  -0.044
112 C 22.499 21.619 21.887  -0.136
113 C 22.343 21.803 20.389  -0.221
114 C 22.989 23.125 19.987  -0.063
115 H 24.480 17.270 18.573  0.079
116 H 24.523 18.944 19.002  0.073
117 H 22.979 18.097 18.882  0.048
118 H 25.077 17.316 20.908  0.113
119 H 23.582 16.746 20.952  0.082
120 H 24.255 19.795 21.364  0.116
121 H 24.117 18.614 22.689  0.116
122 H 21.797 18.227 22.438  0.131
123 H 21.788 19.020 20.890  0.116
124 H 23.179 20.779 24.120  0.143
125 H 22.286 19.276 24.146  0.117
126 H 21.061 21.864 25.081  0.114
127 H 21.122 20.206 25.741  0.124
128 H 18.989 21.108 24.163  0.091
129 H 19.501 19.394 23.997  0.103
130 H 19.894 21.428 21.939  0.099
131 H 19.833 19.684 21.808  0.121
132 H 23.549 21.553 22.171  0.123
133 H 22.149 22.525 22.383  0.122
134 H 21.266 21.940 20.290  0.094
135 H 22.637 20.900 19.854  0.091
136 H 22.578 23.938 20.585  0.086
137 H 22.940 23.327 18.917  0.064
138 H 24.047 23.025 20.231  0.086
139 C 20.514 14.020 18.794  -0.072
140 C 21.690 14.661 19.603  -0.215
141 C 22.046 13.821 20.878  -0.161
142 C 21.037 13.824 22.045  -0.145
143 N 21.446 12.946 23.192  -0.185
144 C 20.361 13.153 24.335  -0.058
145 C 21.115 13.745 25.564  -0.139
146 C 22.610 13.363 25.296  -0.123
147 C 22.752 13.534 23.770  -0.088
148 C 21.529 11.423 22.701  -0.056
149 C 20.380 10.878 21.769  -0.195
150 C 20.644 9.359 21.417  -0.039
151 H 19.624 13.982 19.423  0.042
152 H 20.824 12.994 18.598  0.079
153 H 20.285 14.364 17.785  0.066
154 H 21.521 15.683 19.943  0.082
155 H 22.604 14.760 19.017  0.094
156 H 22.959 14.264 21.276  0.093
157 H 22.258 12.786 20.613  0.112
158 H 20.050 13.478 21.739  0.114
159 H 20.901 14.816 22.475  0.128
160 H 20.026 12.135 24.536  0.127
161 H 19.624 13.905 24.053  0.106
162 H 20.783 13.268 26.486  0.116
163 H 20.978 14.826 25.586  0.103
164 H 22.749 12.305 25.518  0.120
165 H 23.251 13.955 25.949  0.123
166 H 23.542 12.894 23.377  0.132
167 H 22.895 14.571 23.469  0.125
168 H 21.536 10.864 23.637  0.127
169 H 22.527 11.489 22.268  0.117
170 H 20.306 11.433 20.834  0.080
171 H 19.437 11.157 22.241  0.096
172 H 21.249 8.935 22.219  0.077
173 H 21.015 9.314 20.393  0.083
174 H 19.668 8.877 21.367  0.082
175 C 18.272 21.818 27.587  -0.070
176 C 17.021 21.951 26.615  -0.189
177 C 17.183 23.328 25.857  -0.167
178 C 16.501 23.239 24.470  -0.044
179 N 16.639 24.656 23.720  -0.168
180 C 15.490 25.622 24.162  -0.056
181 C 14.195 25.144 23.428  -0.118
182 C 14.675 24.342 22.193  -0.138
183 C 16.187 24.438 22.260  -0.112
184 C 18.046 25.359 23.684  -0.091
185 C 19.184 24.597 23.092  -0.259
186 C 20.468 24.952 23.678  -0.092
187 H 19.174 21.922 26.984  0.056
188 H 18.256 20.820 28.026  0.042
189 H 18.168 22.510 28.423  0.077
190 H 15.986 21.896 26.952  0.100
191 H 17.138 21.131 25.907  0.075
192 H 18.228 23.617 25.750  0.092
193 H 16.747 24.161 26.410  0.117
194 H 15.425 23.065 24.463  0.135
195 H 17.017 22.557 23.795  0.100
196 H 15.734 26.630 23.826  0.135
197 H 15.374 25.509 25.240  0.122
198 H 13.819 26.057 22.967  0.121
199 H 13.469 24.562 23.995  0.122
200 H 14.264 24.797 21.292  0.132
201 H 14.199 23.363 22.248  0.087
202 H 16.606 25.264 21.686  0.141
203 H 16.684 23.512 21.970  0.095
204 H 18.080 25.568 24.754  0.124
205 H 17.947 26.384 23.326  0.146
206 H 19.260 24.638 22.006  0.118
207 H 19.002 23.524 23.161  0.094
208 H 20.804 25.957 23.424  0.105
209 H 21.232 24.315 23.234  0.056
210 H 20.548 24.723 24.741  0.085
211 C 10.789 14.397 18.946  -0.100
212 C 11.854 15.429 18.805  -0.272
213 C 11.641 16.360 17.613  -0.168
214 C 12.000 15.619 16.260  -0.038
215 N 11.772 16.550 14.974  -0.186
216 C 10.361 17.157 14.861  -0.057
217 C 10.221 17.447 13.333  -0.136
218 C 10.844 16.246 12.627  -0.116
219 C 11.936 15.729 13.675  -0.078
220 C 12.841 17.708 14.962  -0.056
221 C 14.381 17.249 15.152  -0.165
222 C 15.331 18.490 15.271  -0.093
223 H 10.913 13.618 18.194  0.076
224 H 9.771 14.699 18.702  0.086
225 H 10.746 13.954 19.941  0.072
226 H 12.860 15.008 18.831  0.093
227 H 11.811 16.127 19.641  0.090
228 H 12.274 17.231 17.788  0.090
229 H 10.610 16.713 17.630  0.090
230 H 11.276 14.820 16.098  0.124
231 H 13.029 15.259 16.243  0.113
232 H 10.283 18.033 15.505  0.111
233 H 9.673 16.423 15.280  0.141
234 H 10.767 18.337 13.021  0.108
235 H 9.224 17.705 12.978  0.127
236 H 11.214 16.307 11.603  0.119
237 H 10.188 15.377 12.585  0.110
238 H 12.966 15.877 13.353  0.100
239 H 11.957 14.650 13.831  0.124
240 H 12.496 18.337 15.782  0.101
241 H 12.648 18.302 14.068  0.128
242 H 14.606 16.689 14.244  0.093
243 H 14.519 16.593 16.011  0.077
244 H 16.364 18.169 15.406  0.055
245 H 15.152 19.229 16.052  0.072
246 H 15.312 19.009 14.313  0.076
247 C 12.318 14.735 30.926  -0.076
248 C 12.348 15.604 29.651  -0.251
249 C 12.370 14.744 28.398  -0.222
250 C 12.530 15.440 27.079  -0.085
251 N 13.076 14.480 25.965  -0.117
252 C 12.729 14.958 24.485  -0.045
253 C 11.833 13.834 23.929  -0.127
254 C 12.121 12.568 24.694  -0.160
255 C 12.419 13.063 26.072  -0.095
256 C 14.628 14.328 26.143  -0.076
257 C 15.382 13.196 25.276  -0.189
258 C 16.814 13.032 25.713  -0.100
259 H 12.022 15.501 31.642  0.078
260 H 13.307 14.346 31.166  0.067
261 H 11.503 14.013 30.871  0.086
262 H 13.202 16.280 29.607  0.081
263 H 11.451 16.219 29.576  0.127
264 H 11.398 14.272 28.540  0.121
265 H 13.076 13.925 28.536  0.110
266 H 13.268 16.241 27.124  0.086
267 H 11.542 15.764 26.751  0.141
268 H 13.609 15.207 23.891  0.100
269 H 12.321 15.969 24.489  0.083
270 H 11.924 13.750 22.846  0.111
271 H 10.811 14.175 24.092  0.129
272 H 12.928 11.905 24.383  0.096
273 H 11.235 11.950 24.548  0.137
274 H 13.038 12.399 26.675  0.133
275 H 11.463 13.171 26.586  0.132
276 H 14.839 14.130 27.194  0.098
277 H 15.068 15.278 25.842  0.102
278 H 15.250 13.612 24.277  0.077
279 H 14.791 12.281 25.281  0.105
280 H 17.301 12.403 24.968  0.068
281 H 16.956 12.552 26.681  0.085
282 H 17.459 13.909 25.661  0.042
283 N 15.402 12.314 20.097  -0.193
284 S 14.506 13.007 21.053  0.448
285 O 14.312 14.471 21.138  -0.314
286 O 14.242 12.293 22.317  -0.292
287 F 13.143 12.676 20.189  -0.208
288 S 16.703 13.080 20.753  0.567
289 O 16.991 12.895 22.198  -0.314
290 O 17.125 14.322 20.118  -0.296
291 F 17.790 12.037 20.165  -0.203
292 N 9.899 19.764 17.528  -0.269
293 S 11.088 20.556 17.917  0.404
294 O 12.354 19.860 18.109  -0.348
295 O 10.812 21.745 18.697  -0.273
296 F 11.253 21.188 16.418  -0.222
297 S 9.435 19.181 19.080  0.614
298 O 8.359 19.904 19.703  -0.237
299 O 10.490 18.576 19.880  -0.304
300 F 8.656 17.868 18.526  -0.212
301 N 13.149 18.236 25.133  -0.245
302 S 11.858 18.838 25.454  0.363
303 O 11.569 20.160 24.904  -0.266
304 O 11.222 18.413 26.683  -0.258
305 F 10.987 17.937 24.394  -0.212
306 S 13.883 19.097 26.492  0.659
307 O 13.943 18.428 27.810  -0.305
308 O 13.750 20.578 26.493  -0.279
309 F 15.438 18.929 26.006  -0.241
310 N 18.188 23.241 17.767  -0.256
311 S 18.800 24.353 18.518  0.428
312 O 20.093 24.129 19.241  -0.338
313 O 17.929 25.437 18.971  -0.267
314 F 19.357 25.051 17.180  -0.203
315 S 17.356 22.598 19.056  0.612
316 O 15.987 23.137 19.266  -0.275
317 O 18.148 22.161 20.237  -0.346
318 F 16.872 21.214 18.345  -0.221



Record 2
The following is a DFT calculation (the ωB97M-V functional and the def2-TZVPD basis) of a molecular structure, C18H12BrF3N8O3Pd.

Values from the calculation:
Largest force on an atom, hartree/bohr: 0.005
LUMO level, eV: 3.858
E_tot, hartree: -4358.3655
Total charge: -2

Each line ends with the natural charge from an NBO analysis.
Positions of all 46 atoms, in Å:
1 Pd -1.271 1.592 -1.738  0.279
2 Br -0.273 -6.502 2.839  -0.017
3 C 0.647 -4.850 3.110  -0.129
4 C 0.621 -4.250 4.359  -0.242
5 C 1.299 -3.061 4.549  -0.266
6 C 2.002 -2.428 3.508  0.208
7 C 1.990 -3.058 2.251  -0.279
8 C 1.330 -4.262 2.060  -0.219
9 N 2.786 -1.336 3.860  -0.393
10 N 3.209 -0.458 3.012  -0.149
11 C 2.619 -0.095 1.859  -0.056
12 C 3.494 0.593 0.970  -0.120
13 C 3.189 0.866 -0.319  -0.368
14 C 1.916 0.470 -0.896  0.484
15 O 1.695 0.509 -2.099  -0.592
16 C 0.873 0.051 0.106  0.076
17 N -0.398 0.009 -0.337  -0.429
18 C -1.361 -0.286 0.524  0.031
19 C -1.117 -0.513 1.876  -0.256
20 C 0.176 -0.484 2.337  -0.188
21 C 1.229 -0.229 1.443  -0.022
22 H 0.082 -4.712 5.176  0.210
23 H 1.314 -2.586 5.523  0.211
24 H 2.502 -2.605 1.413  0.228
25 H 1.334 -4.731 1.085  0.217
26 H 4.473 0.832 1.372  0.208
27 H 3.897 1.345 -0.983  0.206
28 H -2.368 -0.321 0.125  0.208
29 H -1.945 -0.705 2.546  0.207
30 H 0.383 -0.633 3.386  0.218
31 F -6.378 0.513 -3.249  -0.352
32 C -5.326 1.129 -3.848  0.864
33 F -5.816 2.281 -4.371  -0.349
34 F -4.995 0.354 -4.899  -0.340
35 C -4.159 1.400 -2.833  0.676
36 O -3.081 0.856 -3.135  -0.728
37 O -4.501 2.123 -1.892  -0.717
38 N 1.298 3.875 -4.400  -0.632
39 N 0.359 3.887 -3.365  0.148
40 N -0.920 3.707 -3.593  -0.343
41 C -1.392 3.581 -2.314  -0.010
42 N -0.360 3.768 -1.402  -0.347
43 N 0.742 3.940 -2.126  -0.111
44 H 0.747 3.643 -5.219  0.369
45 H 1.898 3.077 -4.204  0.375
46 H -2.441 3.704 -2.066  0.232



Please write out number 2 again, unchanged.
The following is a DFT calculation (the ωB97M-V functional and the def2-TZVPD basis) of a molecular structure, C18H12BrF3N8O3Pd.

Values from the calculation:
Largest force on an atom, hartree/bohr: 0.005
LUMO level, eV: 3.858
E_tot, hartree: -4358.3655
Total charge: -2

Each line ends with the natural charge from an NBO analysis.
Positions of all 46 atoms, in Å:
1 Pd -1.271 1.592 -1.738  0.279
2 Br -0.273 -6.502 2.839  -0.017
3 C 0.647 -4.850 3.110  -0.129
4 C 0.621 -4.250 4.359  -0.242
5 C 1.299 -3.061 4.549  -0.266
6 C 2.002 -2.428 3.508  0.208
7 C 1.990 -3.058 2.251  -0.279
8 C 1.330 -4.262 2.060  -0.219
9 N 2.786 -1.336 3.860  -0.393
10 N 3.209 -0.458 3.012  -0.149
11 C 2.619 -0.095 1.859  -0.056
12 C 3.494 0.593 0.970  -0.120
13 C 3.189 0.866 -0.319  -0.368
14 C 1.916 0.470 -0.896  0.484
15 O 1.695 0.509 -2.099  -0.592
16 C 0.873 0.051 0.106  0.076
17 N -0.398 0.009 -0.337  -0.429
18 C -1.361 -0.286 0.524  0.031
19 C -1.117 -0.513 1.876  -0.256
20 C 0.176 -0.484 2.337  -0.188
21 C 1.229 -0.229 1.443  -0.022
22 H 0.082 -4.712 5.176  0.210
23 H 1.314 -2.586 5.523  0.211
24 H 2.502 -2.605 1.413  0.228
25 H 1.334 -4.731 1.085  0.217
26 H 4.473 0.832 1.372  0.208
27 H 3.897 1.345 -0.983  0.206
28 H -2.368 -0.321 0.125  0.208
29 H -1.945 -0.705 2.546  0.207
30 H 0.383 -0.633 3.386  0.218
31 F -6.378 0.513 -3.249  -0.352
32 C -5.326 1.129 -3.848  0.864
33 F -5.816 2.281 -4.371  -0.349
34 F -4.995 0.354 -4.899  -0.340
35 C -4.159 1.400 -2.833  0.676
36 O -3.081 0.856 -3.135  -0.728
37 O -4.501 2.123 -1.892  -0.717
38 N 1.298 3.875 -4.400  -0.632
39 N 0.359 3.887 -3.365  0.148
40 N -0.920 3.707 -3.593  -0.343
41 C -1.392 3.581 -2.314  -0.010
42 N -0.360 3.768 -1.402  -0.347
43 N 0.742 3.940 -2.126  -0.111
44 H 0.747 3.643 -5.219  0.369
45 H 1.898 3.077 -4.204  0.375
46 H -2.441 3.704 -2.066  0.232



Which formula does entry 1 have?
C86H188F8N12O16S8



What is the LUMO level in the second record?
3.858 eV



Which of these has the lowest total charge?
C18H12BrF3N8O3Pd